124
Properties=species:S:1:pos:R:3:mulliken_spin:R:1 method="wB97M-V/def2-TZVPD" multiplicity=2 s2=0.753 orbital_gap_ev="7.464 / 2.642" molar_mass_da=669.85 charge=+4 e_tot_ev=-58111.392 homo_energy_ev="-19.30 / -19.30"
C -4.55771 -20.56671 -9.62310 0.18
C -3.99676 -21.82036 -10.34572 0.15
C -2.68328 -22.21075 -9.72054 0.09
C -2.29416 -23.64555 -10.26743 0.18
N -0.80461 -24.10740 -10.04163 0.03
C -0.69054 -24.66234 -8.54849 0.00
C 0.38804 -25.71162 -8.65574 0.01
C 0.22672 -26.46708 -9.95053 0.01
C -0.45810 -25.48298 -10.86858 0.01
C 0.13924 -22.97714 -10.36743 0.00
H -4.01589 -19.65923 -9.88960 0.07
H -4.31308 -20.62512 -8.56251 0.02
H -5.63994 -20.47065 -9.71055 0.01
H -3.88031 -21.63535 -11.41357 0.03
H -4.76691 -22.58016 -10.21278 0.11
H -2.75646 -22.10593 -8.63807 -0.03
H -1.92358 -21.53941 -10.12086 0.10
H -2.33169 -23.78834 -11.34738 -0.02
H -2.97451 -24.38848 -9.85117 0.00
H -0.42846 -23.75745 -8.00024 0.00
H -1.70229 -24.96898 -8.28311 0.00
H 1.19152 -25.01729 -8.90156 0.00
H 0.38194 -26.36753 -7.78519 0.00
H 1.21311 -26.80225 -10.27114 0.00
H -0.52353 -27.25107 -9.84762 0.00
H 0.15372 -25.01305 -11.63861 0.00
H -1.47221 -25.79554 -11.11753 0.00
H 0.06477 -22.26535 -9.54529 0.01
H -0.05676 -22.59005 -11.36735 0.00
H 1.13490 -23.42070 -10.37177 0.00
C 2.00701 -19.69067 -11.19537 0.00
C 1.92556 -18.34214 -11.85229 0.00
C 0.85963 -17.45176 -11.18611 0.00
C 1.11277 -16.83166 -9.82744 0.00
N 0.18911 -15.61572 -9.50431 0.00
C 0.66781 -14.39358 -10.41617 0.00
C 0.47109 -13.13065 -9.59762 0.00
C 1.02780 -13.70645 -8.26677 0.00
C 0.46444 -15.07246 -8.10679 0.00
C -1.35868 -15.89600 -9.80746 0.00
H 2.28743 -19.61492 -10.14479 0.00
H 2.70211 -20.42424 -11.60380 0.00
H 1.07187 -20.24954 -11.23117 0.00
H 1.68696 -18.57350 -12.89039 0.00
H 2.87340 -17.83124 -12.02165 0.00
H -0.01996 -18.09113 -11.11110 0.00
H 0.68093 -16.71061 -11.96512 0.00
H 2.13007 -16.44024 -9.82995 0.00
H 0.94793 -17.66452 -9.14388 0.00
H 0.10982 -14.26452 -11.34358 0.00
H 1.71152 -14.64826 -10.60033 0.00
H -0.59282 -12.91714 -9.49456 0.00
H 0.93072 -12.22849 -10.00131 0.00
H 0.75547 -13.25392 -7.31328 0.00
H 2.11324 -13.79059 -8.32030 0.00
H -0.50883 -14.93610 -7.63536 0.00
H 1.24443 -15.61358 -7.57116 0.00
H -1.42947 -15.88935 -10.89513 0.00
H -1.93700 -15.14239 -9.27293 0.00
H -1.59008 -16.89526 -9.43864 0.00
C 2.37519 -21.95884 -6.08376 0.00
C 3.84979 -21.63285 -6.51441 0.00
C 4.25195 -20.09750 -6.61279 0.00
C 4.08156 -19.40770 -5.24389 0.00
N 3.82543 -17.87527 -5.27668 0.00
C 3.52622 -17.21822 -3.87275 0.00
C 2.05162 -16.88492 -3.75209 0.00
C 1.71556 -16.63787 -5.17141 0.00
C 2.51877 -17.59279 -5.97054 0.00
C 4.95618 -17.17415 -6.02651 0.00
H 1.97727 -22.74835 -6.72128 0.00
H 1.69116 -21.12622 -6.24789 0.00
H 2.21295 -21.95884 -5.00590 0.00
H 4.15186 -21.99840 -7.49585 0.00
H 4.47986 -22.11951 -5.76992 0.00
H 3.73407 -19.56469 -7.41030 0.00
H 5.30939 -20.02552 -6.86723 0.00
H 5.03199 -19.45159 -4.71201 0.00
H 3.23788 -19.88924 -4.74952 0.00
H 4.08681 -16.28405 -3.83844 0.00
H 3.86418 -17.86964 -3.06682 0.00
H 1.83611 -16.12015 -3.00592 0.00
H 1.46811 -17.76473 -3.48088 0.00
H 1.90981 -15.60374 -5.45588 0.00
H 0.64422 -16.72542 -5.35213 0.00
H 2.64349 -17.52558 -7.05128 0.00
H 1.93799 -18.48660 -5.74273 0.00
H 5.91735 -17.39763 -5.56356 0.00
H 4.72300 -16.12036 -6.17898 0.00
H 4.92175 -17.65381 -7.00469 0.00
C -6.34207 -17.32833 -7.73133 0.00
C -5.58948 -16.03197 -7.63828 0.00
C -6.54924 -14.84663 -7.50359 0.00
C -7.28442 -14.69938 -6.08473 0.00
C -6.30573 -14.63537 -4.90006 0.00
C -5.21779 -15.79336 -4.90695 0.00
N -4.75262 -16.06841 -6.37127 0.00
O -3.49869 -16.51684 -6.58408 0.00
C -5.72759 -17.04990 -4.28324 0.00
C -4.05992 -15.13552 -4.07569 0.00
C -4.77950 -15.77464 -8.90565 0.00
H -5.76580 -18.25221 -7.78100 0.00
H -6.96914 -17.27255 -8.62114 0.00
H -7.05669 -17.62972 -6.96543 0.00
H -7.29386 -14.68872 -8.28380 0.00
H -5.89403 -13.97849 -7.43194 0.00
H -7.87503 -15.60079 -5.92115 0.00
H -7.94522 -13.83840 -6.18549 0.00
H -6.84308 -14.59437 -3.95260 0.00
H -5.83061 -13.67971 -5.12157 0.00
H -6.60693 -17.49403 -4.74972 0.00
H -5.96222 -16.97275 -3.22159 0.00
H -5.04064 -17.88656 -4.41057 0.00
H -3.36881 -14.63096 -4.75090 0.00
H -3.55434 -15.99281 -3.63125 0.00
H -4.37333 -14.46717 -3.27370 0.00
H -5.50722 -15.87435 -9.71100 0.00
H -3.91636 -16.43444 -8.99379 0.00
H -4.39542 -14.75456 -8.90735 0.00
B -1.10367 -19.55620 -7.27572 0.00
F -0.21605 -18.41344 -7.38311 0.00
F -0.84820 -20.37858 -8.31333 0.01
F -0.63104 -20.05431 -6.09310 0.00
F -2.44009 -19.12029 -7.26968 0.00